Formula: C7H14OS
Source: the Open Molecules 2025 dataset
Level of theory: wB97M-V/def2-TZVPD

Each atom is followed by the atoms it is bonded to, with distances in Å.
Cartesian coordinates (Å):
1 C 0.285 -0.419 1.388  C3 1.458, S9 1.728, H10 1.151
2 C -0.302 1.717 -0.754  C7 1.328, S9 1.883, H11 1.024
3 C -1.104 -0.850 1.289  C1 1.458, C4 1.558, H12 1.081, H13 1.097
4 C -1.167 -2.148 0.428  C3 1.558, C5 1.546, H14 1.085, H15 1.117
5 C -0.064 -2.203 -0.653  C4 1.546, C6 1.515, H16 1.176, H17 1.127
6 C 0.174 -0.892 -1.376  C5 1.515, S9 1.905, H18 1.032, H19 1.107
7 C 0.156 2.689 -1.533  C2 1.328, H20 1.062, H22 1.059
8 O 2.360 2.169 1.624  H21 1.010, H23 0.959
9 S 0.799 0.349 -0.073  C1 1.728, C2 1.883, C6 1.905
10 H 0.689 0.150 2.303  C1 1.151
11 H -1.288 1.570 -0.520  C2 1.024
12 H -1.484 -1.025 2.285  C3 1.081
13 H -1.755 -0.091 0.837  C3 1.097
14 H -0.807 -3.021 0.962  C4 1.085
15 H -2.061 -2.022 -0.230  C4 1.117
16 H 0.970 -2.423 -0.137  C5 1.176
17 H -0.445 -2.817 -1.518  C5 1.127
18 H 0.935 -0.941 -2.071  C6 1.032
19 H -0.762 -0.565 -1.869  C6 1.107
20 H -0.348 3.211 -2.309  C7 1.062
21 H 1.411 1.967 1.907  O8 1.010
22 H 1.170 2.526 -1.794  C7 1.059
23 H 2.637 3.068 1.811  O8 0.959

The calculation puts the HOMO-LUMO gap at 0.289 Ha. The total charge is 0. The spin multiplicity is 1. The relative energy (zero: lowest compared OMol25 entry of this formula, charge and spin) comes out at 117.4 kcal per mole. For the HOMO energy, the calculation gives -7.0 eV.